Entry 1:
{
  "formula": "C5H13N3",
  "method": "ωB97M-V with the def2-TZVPD basis set",
  "symbols": ["H", "H", "H", "C", "H", "C", "N", "H", "H", "H", "N", "H", "C", "H", "H", "H", "H", "N", "H", "C", "C"],
  "xyz": [[3.438693, 0.677562, 0.300915], [2.535593, 0.932754, -1.206451], [-0.070027, -0.868541, -2.165833], [-2.008109, 0.460882, -1.179007], [2.902601, -0.696397, -0.679325], [-1.034533, 0.375139, -0.043680], [0.194243, -0.152359, -0.267352], [-2.091587, -0.470454, -1.748157], [-2.784985, -0.978925, 1.078228], [0.173979, -1.996632, -1.020690], [0.469042, -1.073160, -1.331600], [2.166547, 0.890353, 2.276276], [1.350815, 0.280049, 0.455169], [-1.317769, 0.775921, 1.011531], [-1.423569, -1.134014, 1.945387], [-1.697758, 1.233615, -1.891211], [0.346050, 0.590986, 2.298036], [-2.058038, -0.444357, 1.546818], [-2.999059, 0.707442, -0.801248], [2.634232, 0.297657, -0.324931], [1.273640, 0.592479, 1.747125]],
  "forces_ev_per_a": [[0.0, 0.0, 0.0], [0.0, 0.0, 0.0], [0.1, 0.4, 0.2], [-0.1, -0.3, 0.3], [0.0, 0.0, 0.0], [-0.6, -0.1, 2.0], [0.3, 0.4, -0.8], [-0.1, 0.0, 0.1], [-0.1, -0.1, 0.1], [0.0, 0.0, 0.0], [-0.3, -0.1, 0.6], [0.0, 0.1, 0.0], [-0.1, -0.6, 0.2], [1.0, 0.8, -2.0], [0.1, 0.0, -0.1], [0.0, 0.0, 0.2], [-0.1, -0.1, 0.0], [-0.1, -0.7, -0.8], [0.1, 0.1, 0.0], [0.0, -0.1, 0.1], [0.1, 0.1, -0.2]],
  "homo_lumo_gap_ev": 8.56,
  "total_energy_ha": -362.41607,
  "de_lowest_ev": 4.523,
  "homo_ev": -7.76,
  "e_lumo_ev": 0.809
}

=====

Entry 2:
{
  "formula": "C5H13N3",
  "method": "ωB97M-V with the def2-TZVPD basis set",
  "symbols": ["H", "H", "H", "H", "N", "H", "C", "H", "C", "H", "N", "H", "C", "H", "H", "C", "H", "N", "H", "C", "H"],
  "xyz": [[-2.315871, -0.418422, -1.837302], [-1.396777, 0.372538, 1.851813], [1.638117, -2.292872, -1.082643], [0.715038, -2.411533, 0.364617], [-1.692394, -1.310932, 0.182301], [-0.004258, 2.258702, -0.283114], [1.849339, -0.589854, 0.188465], [-1.605464, -1.522722, 1.225475], [-0.503862, 2.150185, 0.726259], [-0.497173, 0.168055, -2.037867], [1.872275, 0.326031, -0.674879], [2.070319, -0.398747, 1.163176], [-1.466797, 0.234399, -1.507493], [2.466662, -2.661443, 0.485109], [2.439867, 1.161455, -0.458353], [1.613292, -2.026077, -0.029627], [-1.809469, 1.264991, -1.468935], [-1.312936, -0.117490, -0.010582], [0.201726, 2.430768, 1.621848], [-0.853869, 0.696109, 0.932018], [-1.407759, 2.686855, 0.649707]],
  "forces_ev_per_a": [[1.3, 0.5, 0.1], [1.3, 0.5, -0.2], [0.0, 0.1, -0.2], [-1.3, -0.2, 0.7], [-1.0, -2.4, 1.6], [-0.1, 0.0, 1.3], [0.0, 0.0, -1.3], [0.0, 0.4, -1.6], [2.4, -1.5, 0.1], [-0.7, -0.3, 0.4], [1.1, -0.2, -1.8], [1.0, 0.8, 3.1], [-0.2, 0.1, 1.6], [-1.5, 1.5, -0.9], [-1.2, -0.3, 0.7], [2.0, -1.7, -0.4], [0.0, 0.2, -0.4], [0.9, 1.0, -1.5], [-1.5, 0.0, -2.0], [-1.7, 0.1, 0.4], [-0.9, 1.3, 0.4]],
  "homo_lumo_gap_ev": [8.22, 8.22],
  "total_energy_ha": -362.41663,
  "de_lowest_ev": 4.508,
  "homo_ev": [-7.22, -7.22],
  "e_lumo_ev": [0.996, 0.996]
}

=====

Entry 3:
{
  "formula": "C5H13N3",
  "method": "ωB97M-V with the def2-TZVPD basis set",
  "symbols": ["H", "C", "H", "C", "C", "H", "H", "H", "C", "H", "H", "H", "H", "N", "N", "H", "H", "N", "H", "H", "C"],
  "xyz": [[-0.134387, 2.376804, 0.126416], [-1.324219, -1.949432, 0.402178], [-0.862408, 0.804164, 1.420809], [2.420993, 1.495208, -0.487706], [-0.437469, 0.292103, 0.548067], [-2.474710, -1.588320, 2.138155], [1.208000, 0.416388, -1.789802], [0.421302, -0.239844, 0.944548], [-0.173106, 1.439153, -0.436506], [-0.899014, -3.737249, -0.024788], [3.202408, 1.546268, -1.250256], [2.483935, 2.468326, 0.025473], [-1.473316, -0.548703, -0.974178], [-1.833706, -2.191324, 1.657787], [-1.523660, -0.596427, 0.032224], [2.712134, 0.795748, 0.293263], [-1.586192, -3.001550, 2.196869], [-0.906244, -2.816497, -0.426784], [1.104031, 2.123454, -2.030154], [-1.026564, 1.547418, -1.110040], [1.102198, 1.364318, -1.255569]],
  "forces_ev_per_a": [[0.0, 0.0, 0.0], [-1.6, 0.1, -0.1], [0.1, -0.3, 0.1], [0.3, 1.5, 0.0], [-1.7, 1.1, 0.7], [0.1, 0.5, -0.4], [-0.5, -0.1, -0.1], [0.4, -0.2, -0.5], [0.5, 0.1, 0.0], [-0.2, -0.5, 0.1], [0.2, -0.3, 0.2], [-0.2, 0.0, -0.1], [0.0, -0.3, -0.3], [0.4, -0.4, 0.9], [1.2, -0.2, -0.1], [-0.4, -0.6, -0.3], [0.1, -0.2, -0.4], [0.7, 0.6, -0.1], [-0.1, 0.3, -0.1], [-0.1, -0.1, 0.1], [0.7, -1.0, 0.2]],
  "smiles": "[H]/N=C(\\N)NCCCC",
  "homo_lumo_gap_ev": 10.03,
  "total_energy_ha": -362.56524,
  "de_lowest_ev": 0.464,
  "homo_ev": -9.03,
  "e_lumo_ev": 1.004
}